Entry 1:
# C20H31N5O4

A single C20H31N5O4 molecule (ωB97M-V/def2-TZVPD, OMol25).

The geometry in ORCA input format:
```
! wB97M-V def2-TZVPD RIJCOSX def2/J DEFGRID3
* xyz 0 1
C 2.862 2.351 -0.267
C 3.366 1.570 -1.477
C 2.356 1.697 -2.618
C 3.624 0.078 -1.183
N 2.808 -0.544 -0.167
N 3.032 -0.342 1.191
C 2.100 -1.126 1.854
C 2.106 -1.159 3.351
C 0.742 -1.588 3.875
O 0.507 -2.742 4.184
N -0.192 -0.613 3.954
C -0.320 0.664 3.227
C -1.821 0.337 3.007
C -2.157 -0.163 1.610
N -2.363 0.863 0.591
C -3.746 1.115 0.210
C -1.298 1.213 -0.178
O -0.155 0.903 0.136
C -1.554 1.915 -1.491
C -2.100 0.913 -2.511
O -3.133 1.132 -3.120
N -1.368 -0.212 -2.662
C -1.795 -1.225 -3.583
C -1.252 -2.603 -3.398
C -2.699 -2.317 -3.091
C -1.636 -0.856 3.978
C 1.253 -1.685 0.972
C 1.664 -1.275 -0.363
O 1.151 -1.473 -1.464
H 1.900 1.961 0.064
H 3.558 2.312 0.573
H 2.731 3.400 -0.540
H 4.321 1.990 -1.806
H 1.421 1.209 -2.336
H 2.148 2.744 -2.844
H 2.717 1.217 -3.529
H 3.462 -0.517 -2.082
H 4.667 -0.066 -0.882
H 4.004 -0.449 1.460
H 2.831 -1.884 3.722
H 2.375 -0.170 3.728
H -0.143 1.522 3.878
H 0.273 0.742 2.319
H -2.521 1.106 3.331
H -1.358 -0.826 1.272
H -3.076 -0.753 1.660
H -3.846 2.061 -0.312
H -4.142 0.326 -0.436
H -4.351 1.167 1.115
H -2.270 2.729 -1.427
H -0.596 2.307 -1.828
H -0.495 -0.358 -2.161
H -1.963 -0.862 -4.588
H -1.020 -3.169 -4.289
H -0.573 -2.748 -2.570
H -2.986 -2.274 -2.049
H -3.461 -2.686 -3.763
H -1.908 -1.840 3.591
H -2.073 -0.726 4.969
H 0.392 -2.294 1.191
*
```

The energy above the lowest of the compared OMol25 structures with the same formula, charge and spin comes out at 27.2 kcal per mole. Its LUMO energy is 0.554 eV. The calculation puts the frontier orbital gap at 0.3370 hartree. As for the SMILES: CC(C)Cn1[nH]c(CC(=O)N2CC(CN(C)C(=O)CC(=O)NC3CC3)C2)cc1=O.



Entry 2:
# C20H31O3Tc

A molecular structure, C20H31O3Tc (ωB97M-V/def2-TZVPD, OMol25).

The geometry in ORCA input format:
```
! wB97M-V def2-TZVPD RIJCOSX def2/J DEFGRID3
* xyz 1 4
O 3.092 0.882 -3.351
C 4.099 -0.188 -3.650
C 4.632 0.473 -4.885
H 3.673 -1.147 -3.957
H 4.854 -0.334 -2.854
C 3.828 1.668 -4.375
H 4.168 0.066 -5.787
H 5.705 0.533 -4.964
C 3.052 2.221 -5.567
H 2.436 1.442 -6.054
H 3.821 2.546 -6.293
H 2.423 3.084 -5.317
C 4.612 2.707 -3.582
H 5.283 2.200 -2.871
H 3.907 3.347 -3.027
H 5.198 3.359 -4.246
Tc 1.432 1.033 -0.914
C 1.605 2.023 0.882
C 1.428 0.647 1.251
C 2.654 -0.042 0.967
H 0.570 0.275 1.798
C 3.545 0.853 0.331
C 2.886 2.132 0.207
H 3.367 3.020 -0.187
H 0.915 2.826 1.115
H 2.870 -1.053 1.282
H 4.534 0.608 -0.026
C -0.424 2.134 -1.076
C 0.721 2.859 -1.629
C 0.981 2.283 -2.913
H 1.193 3.741 -1.224
C 0.064 1.222 -3.146
C -0.852 1.169 -2.068
H -1.759 0.595 -2.022
H -0.987 2.415 -0.197
H 1.668 2.709 -3.656
H 0.067 0.594 -4.040
O 1.886 -3.041 -4.051
C 1.785 -1.923 -3.102
C 2.681 -2.210 -1.876
H 0.749 -1.748 -2.743
H 2.068 -0.969 -3.571
C 3.139 -3.659 -1.985
H 2.112 -2.030 -0.957
H 3.561 -1.560 -1.890
C 2.527 -4.159 -3.315
H 2.711 -4.243 -1.153
H 4.238 -3.630 -1.940
H 1.748 -4.924 -3.059
H 3.261 -4.648 -3.956
C -0.554 -1.247 -0.201
O 0.533 -0.675 -0.920
H -1.023 -1.994 -0.849
H -1.253 -0.458 0.129
H -0.133 -1.791 0.647
*
```

The energy above the lowest of the compared OMol25 structures with the same formula, charge and spin comes out at 13.6 kcal per mole. Its LUMO energy (spin up / spin down) is -3.422 / -4.676 eV. The calculation puts the frontier orbital gap (spin up / spin down) at 0.2624 / 0.2595 hartree.



Entry 3:
# C20H32AsO5SSi3Zn

A molecular structure, C20H32AsO5SSi3Zn (ωB97M-V/def2-TZVPD, OMol25).

The geometry in ORCA input format:
```
! wB97M-V def2-TZVPD RIJCOSX def2/J DEFGRID3
* xyz -1 1
Zn 1.081 0.740 1.487
O 5.655 -3.030 2.509
C 4.700 -2.340 2.256
C 3.416 -2.242 3.069
O 3.096 -2.961 3.995
C 2.667 -1.139 2.469
C 3.311 -0.671 1.312
O 2.792 0.264 0.581
C 4.551 -1.400 1.067
O 5.309 -1.320 0.120
O 1.539 -0.654 2.865
S 0.307 2.800 1.996
C 0.905 3.781 0.650
C 2.063 3.476 -0.070
C 2.468 4.277 -1.127
C 1.740 5.402 -1.488
C 0.595 5.720 -0.769
C 0.182 4.920 0.284
H 2.653 2.605 0.191
H 3.367 4.011 -1.672
H 2.061 6.024 -2.314
H 0.013 6.595 -1.032
H -0.718 5.166 0.834
C -3.204 1.767 0.437
Si -2.853 -0.034 0.795
C -4.140 -1.081 -0.082
C -2.902 -0.378 2.637
As -0.667 -0.528 0.103
Si -0.337 -2.849 0.338
C 1.383 -3.195 -0.309
C -1.590 -3.865 -0.632
C -0.468 -3.248 2.155
Si -0.487 0.119 -2.146
C -0.477 1.988 -2.150
C -1.914 -0.515 -3.193
C 1.140 -0.528 -2.801
H -4.124 2.057 0.954
H -3.355 1.935 -0.632
H -2.392 2.409 0.784
H -5.127 -0.836 0.323
H -3.978 -2.151 0.053
H -4.158 -0.874 -1.154
H -3.679 0.223 3.117
H -1.951 -0.141 3.117
H -3.119 -1.430 2.834
H 1.415 -3.188 -1.399
H 1.704 -4.181 0.035
H 2.106 -2.463 0.055
H -1.761 -3.478 -1.637
H -2.551 -3.919 -0.119
H -1.207 -4.885 -0.727
H 0.045 -2.504 2.768
H -0.002 -4.219 2.350
H -1.511 -3.305 2.475
H -1.439 2.402 -1.845
H -0.247 2.361 -3.152
H 0.277 2.383 -1.466
H -2.823 0.063 -3.015
H -2.138 -1.565 -2.995
H -1.659 -0.420 -4.252
H 1.945 -0.383 -2.077
H 1.399 0.019 -3.712
H 1.090 -1.589 -3.048
*
```

Its LUMO energy is 2.372 eV. The calculation puts the frontier orbital gap at 0.2539 hartree.



Entry 4:
# C20H32B2NaO20

A molecular structure, C20H32B2NaO20 (ωB97M-V/def2-TZVPD, OMol25).

The geometry in ORCA input format:
```
! wB97M-V def2-TZVPD RIJCOSX def2/J DEFGRID3
* xyz -1 1
Na -0.243 -0.138 0.363
O 3.395 5.203 -3.391
C 3.848 6.330 -3.507
O 4.174 6.878 -4.676
B 4.924 8.123 -4.395
O 4.688 8.400 -2.961
C 4.154 7.343 -2.394
O 4.005 7.069 -1.208
O 4.242 9.141 -5.212
C 5.049 9.594 -6.165
O 4.717 10.402 -7.093
C 6.438 8.867 -5.924
O 6.320 8.031 -4.896
O 7.490 9.060 -6.553
O -3.993 -5.228 3.629
C -4.709 -6.267 3.664
O -5.094 -7.024 4.746
B -5.839 -8.208 4.275
O -5.869 -8.155 2.793
C -5.237 -7.010 2.418
O -5.243 -6.492 1.261
O -5.317 -9.512 4.703
C -6.355 -10.257 5.330
O -6.308 -11.443 5.678
C -7.612 -9.367 5.279
O -7.255 -8.200 4.734
O -8.693 -9.781 5.641
C 5.807 -2.673 3.666
C 5.490 -2.074 2.344
C 6.477 -2.508 1.164
O 4.284 -2.614 1.976
H 5.849 -3.756 3.785
H 5.208 -2.279 4.486
H 6.822 -2.326 3.860
H 5.631 -0.995 2.273
H 7.492 -2.214 1.433
H 6.257 -2.110 0.173
H 6.422 -3.596 1.109
H 4.522 -3.542 2.031
C -4.369 3.753 -2.080
C -5.146 2.540 -2.532
C -5.034 2.328 -4.107
O -4.534 1.357 -1.951
H -4.008 3.551 -1.072
H -4.978 4.653 -2.166
H -3.463 3.956 -2.653
H -6.186 2.590 -2.209
H -5.330 3.241 -4.624
H -5.754 1.542 -4.331
H -4.002 2.157 -4.415
H -4.597 0.565 -2.489
C 0.198 -4.899 -5.947
C 0.832 -4.017 -4.830
C 1.348 -2.700 -5.367
O -0.229 -3.736 -3.876
H 0.742 -4.746 -6.878
H -0.699 -4.341 -6.218
H 0.088 -5.961 -5.723
H 1.637 -4.528 -4.303
H 2.177 -2.936 -6.034
H 1.641 -2.197 -4.446
H 0.595 -2.156 -5.938
H -0.803 -4.456 -3.605
C -1.606 3.132 6.437
C -0.680 4.182 5.828
C 0.565 4.556 6.655
O -0.460 3.785 4.513
H -1.344 2.184 5.968
H -2.581 3.327 5.990
H -1.463 3.323 7.501
H -1.257 5.108 5.814
H 1.084 5.378 6.162
H 1.231 3.693 6.677
H 0.239 4.738 7.679
H 0.209 4.360 4.135
*
```

The energy above the lowest of the compared OMol25 structures with the same formula, charge and spin comes out at 183.8 kcal per mole. Its LUMO energy is -2.276 eV. The calculation puts the frontier orbital gap at 0.1973 hartree.



Entry 5:
# C20H32B2NaO20

A molecular structure, C20H32B2NaO20 (ωB97M-V/def2-TZVPD, OMol25).

The geometry in ORCA input format:
```
! wB97M-V def2-TZVPD RIJCOSX def2/J DEFGRID3
* xyz -1 1
Na 0.501 -0.446 0.101
O 1.569 1.672 0.503
C 1.979 2.667 1.041
O 1.687 3.096 2.240
B 2.185 4.501 2.376
O 3.114 4.666 1.246
C 2.985 3.656 0.407
O 3.562 3.494 -0.629
O 2.830 4.730 3.669
C 2.264 5.760 4.276
O 2.577 6.233 5.325
C 1.095 6.248 3.377
O 1.056 5.434 2.324
O 0.371 7.170 3.589
O -4.001 -0.047 1.629
C -4.115 0.561 0.601
O -5.164 1.162 0.111
B -4.855 1.693 -1.253
O -3.424 1.388 -1.452
C -2.963 0.731 -0.421
O -1.856 0.285 -0.291
O -5.178 3.107 -1.354
C -6.239 3.267 -2.134
O -6.820 4.282 -2.356
C -6.572 1.882 -2.745
O -5.692 1.015 -2.265
O -7.458 1.637 -3.507
C 3.008 -3.722 0.037
C 3.818 -2.448 0.094
C 4.603 -2.191 -1.179
O 2.915 -1.357 0.340
H 2.320 -3.795 0.881
H 3.685 -4.575 0.117
H 2.416 -3.778 -0.879
H 4.492 -2.500 0.959
H 5.260 -3.017 -1.443
H 5.165 -1.256 -1.114
H 3.877 -2.032 -1.984
H 3.359 -0.545 0.070
C -2.672 -2.638 -1.761
C -1.584 -2.783 -0.719
C -1.438 -4.199 -0.196
O -0.313 -2.347 -1.269
H -3.607 -3.108 -1.438
H -2.415 -3.091 -2.726
H -2.927 -1.601 -1.980
H -1.782 -2.057 0.069
H -1.140 -4.855 -1.014
H -2.361 -4.586 0.237
H -0.689 -4.183 0.598
H -0.138 -2.893 -2.042
C 3.323 0.901 -3.669
C 2.089 1.198 -2.841
C 0.944 1.695 -3.712
O 1.689 0.010 -2.107
H 3.211 -0.017 -4.248
H 4.231 0.838 -3.067
H 3.502 1.723 -4.370
H 2.291 1.931 -2.064
H 1.076 2.761 -3.909
H -0.036 1.558 -3.255
H 0.898 1.186 -4.683
H 1.391 -0.650 -2.743
C -0.166 -3.084 3.551
C -1.028 -1.928 3.081
C -1.942 -1.344 4.137
O -0.166 -0.913 2.536
H 0.566 -2.781 4.296
H 0.287 -3.588 2.697
H -0.833 -3.832 3.995
H -1.655 -2.306 2.261
H -2.522 -2.128 4.625
H -2.609 -0.600 3.705
H -1.347 -0.880 4.933
H -0.485 -0.038 2.783
*
```

The energy above the lowest of the compared OMol25 structures with the same formula, charge and spin comes out at 0.0 kcal per mole. Its LUMO energy is 1.260 eV. The calculation puts the frontier orbital gap at 0.3240 hartree.



Entry 6:
# C20H32BF3IN9O4SSi

10 unconnected molecules or ions with the total composition C20H32BF3IN9O4SSi (ωB97M-V/def2-TZVPD, OMol25).

The geometry in ORCA input format:
```
! wB97M-V def2-TZVPD RIJCOSX def2/J DEFGRID3
* xyz 0 1
C 2.018 -1.553 0.629
S 0.520 -0.529 0.873
O 0.624 0.643 -0.010
O 0.392 -0.074 2.249
Si -1.304 -1.616 0.268
I -1.747 -0.917 -2.051
B -1.052 -3.594 0.374
O -0.871 -4.179 1.634
O -1.052 -4.442 -0.680
C -2.894 -1.146 1.285
F -2.731 -0.214 2.236
F -3.390 -2.278 1.862
F -3.879 -0.729 0.444
H 1.763 -2.460 0.098
H 2.380 -1.740 1.630
H 2.768 -0.996 0.056
H 0.074 -4.275 1.820
H -1.140 -3.985 -1.534
C 1.779 3.880 1.383
C 2.984 4.382 0.739
N 3.934 4.779 0.230
H 1.065 4.679 1.575
H 1.276 3.130 0.769
H 2.004 3.412 2.341
C 0.200 3.694 -2.265
C -0.126 2.556 -3.110
N -0.383 1.649 -3.765
H 1.216 3.618 -1.877
H 0.126 4.631 -2.817
H -0.476 3.756 -1.412
C -3.443 2.501 -6.061
C -3.515 1.085 -5.737
N -3.571 -0.031 -5.476
H -2.540 2.730 -6.625
H -4.298 2.812 -6.661
H -3.432 3.110 -5.158
C 2.429 6.647 4.629
C 1.181 6.011 4.234
N 0.195 5.509 3.923
H 2.254 7.515 5.264
H 3.067 5.962 5.186
H 2.996 6.986 3.762
C -6.996 -1.199 -6.170
C -7.655 -2.148 -7.057
N -8.175 -2.895 -7.756
H -7.133 -1.471 -5.124
H -5.923 -1.157 -6.359
H -7.392 -0.193 -6.301
C -1.813 -3.379 -5.481
C -1.100 -4.072 -4.418
N -0.537 -4.609 -3.574
H -1.193 -2.606 -5.932
H -2.112 -4.069 -6.270
H -2.715 -2.897 -5.102
C 3.877 -5.822 1.901
C 3.452 -4.518 1.416
N 3.116 -3.485 1.035
H 3.113 -6.283 2.525
H 4.081 -6.502 1.074
H 4.782 -5.748 2.497
C 4.976 -9.885 3.614
C 4.981 -8.458 3.903
N 4.985 -7.334 4.133
H 5.985 -10.296 3.641
H 4.377 -10.432 4.341
H 4.562 -10.087 2.626
C 0.423 9.959 6.959
C 1.696 9.390 7.379
N 2.699 8.940 7.711
H 0.246 9.791 5.897
H -0.407 9.516 7.507
H 0.397 11.035 7.132
*
```

The energy above the lowest of the compared OMol25 structures with the same formula, charge and spin comes out at 0.0 kcal per mole. Its LUMO energy is 0.233 eV. The calculation puts the frontier orbital gap at 0.3505 hartree. As for the SMILES: CS(=O)(=O)[Si@@](I)(B(O)O)C(F)(F)F.CC#N.CC#N.CC#N.CC#N.CC#N.CC#N.CC#N.CC#N.CC#N.



Entry 7:
# C20H32Br4NO15

7 unconnected molecules or ions with the total composition C20H32Br4NO15 (ωB97M-V/def2-TZVPD, OMol25).

The geometry in ORCA input format:
```
! wB97M-V def2-TZVPD RIJCOSX def2/J DEFGRID3
* xyz -1 1
N 9.808 -4.939 -5.100
O 10.279 -3.924 -4.554
O 9.064 -4.835 -6.096
O 10.101 -6.080 -4.667
Br 6.808 -7.654 -6.790
C 5.850 -5.984 -6.628
C 5.825 -5.520 -5.180
Br 4.714 -6.671 -4.077
H 4.864 -6.098 -7.059
H 6.451 -5.239 -7.148
H 5.425 -4.511 -5.124
H 6.849 -5.521 -4.809
Br 11.870 -5.288 -9.943
C 10.605 -5.957 -8.601
C 10.058 -7.303 -8.979
Br 11.402 -8.727 -8.901
H 9.814 -5.219 -8.505
H 11.155 -5.978 -7.667
H 9.693 -7.376 -9.996
H 9.278 -7.562 -8.270
C 10.378 -2.538 -1.092
C 10.042 -1.086 -0.905
C 8.540 -0.834 -0.609
O 8.537 -0.083 0.604
C 9.798 0.095 1.042
O 10.095 0.723 2.005
O 10.684 -0.543 0.242
H 10.110 -2.888 -2.091
H 9.904 -3.188 -0.353
H 11.455 -2.685 -0.976
H 10.287 -0.523 -1.806
H 7.986 -1.760 -0.454
H 8.072 -0.250 -1.399
C 8.793 -11.031 -4.632
C 10.038 -10.559 -5.338
C 10.750 -9.353 -4.699
O 12.078 -9.824 -4.437
C 12.211 -11.112 -4.794
O 13.209 -11.753 -4.730
O 11.037 -11.602 -5.251
H 8.739 -10.754 -3.580
H 8.755 -12.118 -4.717
H 7.897 -10.642 -5.122
H 9.820 -10.416 -6.397
H 10.278 -9.105 -3.752
H 10.800 -8.507 -5.378
C 13.174 -4.504 -3.217
C 12.477 -5.702 -2.614
C 12.903 -7.041 -3.224
O 13.096 -7.891 -2.088
C 13.204 -7.128 -0.972
O 13.569 -7.552 0.076
O 12.816 -5.863 -1.212
H 12.701 -3.614 -2.800
H 12.964 -4.530 -4.286
H 14.242 -4.458 -3.022
H 11.393 -5.650 -2.660
H 13.825 -7.035 -3.809
H 12.104 -7.375 -3.875
C 8.128 -7.857 -2.201
C 8.524 -6.723 -1.291
C 7.850 -5.392 -1.664
O 7.485 -4.834 -0.407
C 7.390 -5.850 0.503
O 6.878 -5.729 1.564
O 7.962 -6.962 0.020
H 8.504 -8.819 -1.849
H 8.427 -7.662 -3.232
H 7.039 -7.961 -2.174
H 9.605 -6.599 -1.218
H 6.994 -5.539 -2.319
H 8.595 -4.759 -2.149
*
```

The energy above the lowest of the compared OMol25 structures with the same formula, charge and spin comes out at 0.0 kcal per mole. Its LUMO energy is 1.963 eV. The calculation puts the frontier orbital gap at 0.3279 hartree.



| no. | strongest force on any atom (eV Å⁻¹) | DFT total energy (a.u.) |
| --- | --- | --- |
| 1 | 0.46 | -1355.4416 |
| 2 | 2.66 | -1086.7298 |
| 3 | 0.17 | -6439.5515 |
| 4 | 5.43 | -2498.4914 |
| 5 | 0.79 | -2498.7844 |
| 6 | 3.62 | -2884.8689 |
| 7 | 1.29 | -12260.7938 |